Entry from the Open Molecules 2025 dataset: a structure of composition C3H3N3 (ωB97M-V with the def2-TZVPD basis set).

```
9
Properties=species:S:1:pos:R:3:forces:R:3:mulliken_charge:R:1
C 0.291 0.008 -0.411 2.9 -3.9 0.4 -0.259
C -0.718 0.774 -0.226 0.2 5.0 -0.5 -0.040
C -2.139 -0.956 0.106 -5.4 -0.3 1.0 -0.166
N -1.174 -1.625 0.014 0.8 -2.7 0.0 -0.077
N 0.108 -1.430 -0.076 2.4 3.3 -1.6 -0.127
N -1.923 0.977 -0.110 -0.8 -2.0 -0.6 -0.269
H 1.210 0.539 -0.555 1.2 -1.1 0.0 0.396
H 0.615 -2.154 -0.559 0.2 -0.2 0.1 0.270
H -2.249 1.584 0.562 -1.5 2.0 1.2 0.273
```
Forces are in eV/Å.

The value obtained for the orbital gap (spin up / spin down) is 6.91 / 7.17 eV. The maximum force comes out at 5.49 eV/Å. The spin multiplicity is 3. The charge is 0. For the lowest unoccupied orbital energy (spin up / spin down), the calculation gives 0.768 / -1.881 eV. As for the total energy: -280.07898 a.u.

Entry from the Open Molecules 2025 dataset: a cluster of 2 separate species, C2N4O2 in total (ωB97M-V with the def2-TZVPD basis set).

```
8
Properties=species:S:1:pos:R:3:forces:R:3:mulliken_charge:R:1
C 0.488 0.083 0.174 0.7 0.6 -0.4 0.146
C -2.068 -0.761 -1.137 -1.2 -1.6 -0.2 0.095
N 2.415 1.035 0.639 -1.3 -0.9 -0.4 -0.411
N 1.602 0.642 -0.392 -0.4 0.0 0.0 -0.397
N 0.640 0.135 1.517 -1.1 -0.6 -0.2 -0.366
N 1.807 0.694 1.756 1.2 0.8 0.5 -0.443
O -2.855 0.139 -1.269 1.1 0.5 0.3 -0.311
O -2.028 -1.968 -1.288 1.0 1.3 0.4 -0.313
```
Forces are in eV/Å.

The value obtained for the orbital gap (spin up / spin down) is 5.43 / 6.26 eV. The maximum force comes out at 1.99 eV/Å. The charge is -2. For the lowest unoccupied orbital energy (spin up / spin down), the calculation gives 6.539 / 6.315 eV. As for the total energy: -445.58415 a.u.

Entry from the Open Molecules 2025 dataset: the molecule C2H3N3O (ωB97M-V with the def2-TZVPD basis set).

```
9
Properties=species:S:1:pos:R:3:forces:R:3:mulliken_charge:R:1
N 0.514 0.530 1.419 0.0 0.1 0.1 -0.455
C 0.116 0.658 0.108 -0.1 0.1 -0.1 0.530
C 0.199 -0.616 -0.643 0.1 0.0 0.0 -0.353
N -0.714 -0.847 -1.540 -1.0 -0.3 -1.0 0.513
N -1.544 -1.063 -2.279 1.1 0.4 0.8 -0.546
O -0.252 1.711 -0.379 0.0 -0.4 0.2 -0.580
H 0.334 1.342 1.993 0.1 -0.1 -0.1 0.251
H 0.364 -0.363 1.865 0.1 0.1 -0.1 0.243
H 0.984 -1.352 -0.545 -0.2 0.0 0.1 0.397
```
Forces are in eV/Å.

The value obtained for the orbital gap is 9.60 eV. The maximum force comes out at 1.45 eV/Å. The charge is 0. For the lowest unoccupied orbital energy, the calculation gives 0.531 eV. As for the total energy: -317.48269 a.u.

Entry from the Open Molecules 2025 dataset: a cluster of 4 separate species, C6H21NO4 in total (ωB97M-V with the def2-TZVPD basis set).

```
32
Properties=species:S:1:pos:R:3:forces:R:3:mulliken_charge:R:1
C 2.484 -1.245 -1.020 0.7 -0.2 0.5 -1.172
C 1.826 -0.427 -2.090 -0.2 1.8 -0.8 -0.324
C 1.623 1.110 -1.754 0.1 -1.3 -0.2 -0.804
C 1.307 1.377 -0.298 0.0 0.2 0.6 -0.903
N -0.063 0.920 -0.029 -0.4 -0.1 0.4 0.000
C -1.055 1.905 0.486 1.3 -0.7 0.6 -0.579
C -1.298 1.639 1.970 0.1 0.1 0.1 -0.395
O -0.137 1.907 2.746 0.1 -0.3 0.0 -0.558
H 2.122 -1.146 0.006 -0.7 0.0 -0.2 0.216
H 3.527 -0.920 -0.885 0.0 -0.3 -0.4 0.340
H 2.440 -2.302 -1.273 0.3 -0.1 0.0 0.356
H 2.446 -0.394 -2.993 0.2 -0.3 0.2 0.360
H 0.890 -0.801 -2.514 -0.1 -0.4 0.7 0.263
H 0.717 1.361 -2.305 0.3 0.6 -0.2 0.234
H 2.504 1.639 -2.126 -0.2 0.2 0.2 0.394
H 2.037 0.934 0.397 -0.1 -0.5 -0.3 0.412
H 1.447 2.427 -0.010 -0.5 0.1 -0.5 0.572
H -0.092 0.076 0.531 0.2 0.0 0.0 0.084
H -1.995 1.797 -0.055 0.1 0.5 -0.2 0.348
H -0.494 2.837 0.397 -1.0 0.5 -0.3 0.287
H -1.602 0.583 2.037 0.0 0.1 0.3 0.197
H -2.042 2.264 2.471 -0.3 -0.1 -0.6 0.395
H 0.571 1.352 2.410 0.2 -0.1 0.0 0.302
O -1.971 -2.252 -1.155 0.3 1.0 -0.5 -0.659
H -1.132 -1.747 -1.146 -0.5 -0.6 0.2 0.339
H -1.915 -3.025 -0.603 0.4 -0.3 0.2 0.284
O 0.000 -1.961 2.257 -0.3 -0.5 0.0 -0.567
H 0.201 -2.021 3.194 0.2 0.3 0.2 0.290
H -0.505 -2.777 2.128 0.1 0.2 -0.2 0.281
O -4.307 -0.955 -0.106 -0.4 0.2 -0.7 -0.625
H -3.500 -1.135 0.370 0.4 -0.1 0.1 0.313
H -4.031 -1.019 -1.038 -0.1 -0.1 0.6 0.319
```
Forces are in eV/Å.

The value obtained for the orbital gap is 8.81 eV. The maximum force comes out at 1.93 eV/Å. Its structure (SMILES) is CCCCNCCO.O.O.O. The charge is 0. For the lowest unoccupied orbital energy, the calculation gives 0.034 eV. As for the total energy: -596.87128 a.u.

Entry from the Open Molecules 2025 dataset: a structure of composition C12H12Br36 (ωB97M-V with the def2-TZVPD basis set).

```
60
Properties=species:S:1:pos:R:3:forces:R:3:mulliken_charge:R:1
C 4.022 -1.706 3.143 -1.5 0.1 -1.1 -0.490
Br 4.244 -1.403 1.208 0.2 0.1 0.9 0.009
Br 2.991 -3.420 3.291 1.0 1.1 0.5 -0.006
Br 2.938 -0.182 3.903 1.0 -1.2 -0.3 -0.043
H 5.024 -1.712 3.571 -0.5 -0.2 0.3 0.444
C 0.626 3.568 2.512 0.4 1.3 0.0 -0.414
Br 1.913 2.452 1.561 -0.8 0.4 0.1 0.060
Br -1.117 3.836 1.649 1.1 0.1 -0.1 0.048
Br 1.510 5.381 2.825 -0.8 -1.4 0.0 -0.073
H 0.432 3.157 3.503 0.1 0.0 -0.3 0.381
C -1.087 -0.020 4.381 -0.5 -1.0 0.0 -0.307
Br -0.753 -1.983 4.125 -0.3 1.3 0.4 0.074
Br -2.228 0.367 5.916 0.7 -0.3 -0.3 -0.045
Br -1.983 0.695 2.826 0.4 -0.3 0.1 0.046
H -0.101 0.428 4.502 -0.3 0.0 0.0 0.185
C -0.226 2.990 -2.531 0.9 0.5 -1.1 0.140
Br 1.544 2.893 -3.452 -0.7 -0.4 0.3 -0.036
Br -1.579 1.916 -3.452 0.6 0.7 0.4 -0.048
Br -0.627 4.913 -2.533 -0.4 -1.0 0.2 -0.031
H -0.005 2.625 -1.528 -0.5 0.0 -0.1 -0.022
C 6.476 0.403 -1.929 -0.6 0.6 1.0 -0.450
Br 7.918 0.644 -0.577 -0.7 -0.7 -1.0 -0.045
Br 5.110 1.746 -1.386 0.2 -0.8 -0.3 0.083
Br 5.684 -1.427 -2.118 0.8 1.5 0.2 -0.063
H 6.802 0.810 -2.886 0.2 -0.7 0.2 0.434
C -0.794 -0.346 -6.515 0.7 1.1 0.9 0.130
Br 1.105 -0.440 -5.926 -0.6 0.3 -0.6 -0.056
Br -1.365 -2.053 -7.085 -0.2 0.0 -0.5 -0.013
Br -1.219 1.238 -7.688 0.5 -1.5 0.8 -0.051
H -1.257 -0.147 -5.548 -0.2 0.1 -0.5 -0.079
C -4.917 3.355 1.089 -0.9 0.7 -0.4 -0.061
Br -4.304 4.477 -0.392 0.0 -0.3 0.4 0.001
Br -5.778 1.740 0.379 0.5 0.7 0.6 0.081
Br -6.210 4.418 2.203 1.0 -0.9 -0.6 -0.039
H -4.028 3.125 1.676 -0.5 -0.2 0.1 -0.020
C 3.302 5.447 -1.358 0.2 0.8 -0.5 0.260
Br 1.879 6.594 -0.658 0.9 -0.3 -0.1 -0.064
Br 4.922 5.422 -0.212 -1.2 0.0 -0.7 -0.042
Br 3.738 6.039 -3.232 -0.1 -0.5 1.3 -0.062
H 2.862 4.453 -1.443 0.4 0.1 0.1 -0.172
C 0.272 -0.600 0.096 0.4 -0.8 -1.0 -0.076
Br 0.595 -2.472 0.704 -0.7 1.3 -0.3 0.176
Br -1.484 -0.273 -0.743 1.0 -0.3 0.9 0.223
Br 1.665 -0.265 -1.251 -0.3 0.4 0.4 0.129
H 0.454 0.114 0.900 -0.3 -0.3 0.0 0.099
C -1.404 -4.192 -2.562 -0.1 0.1 0.6 -0.535
Br -0.784 -5.455 -1.142 -0.2 1.0 -0.9 -0.032
Br 0.015 -2.891 -3.217 -1.6 -1.2 0.8 0.037
Br -3.179 -3.366 -1.938 2.0 -0.7 -0.9 0.020
H -1.627 -4.875 -3.381 -0.1 0.6 0.0 0.411
C 0.106 -6.831 3.896 0.0 0.4 -0.4 -0.352
Br -0.638 -5.431 2.592 0.4 -1.3 1.2 0.005
Br -0.793 -8.557 3.964 0.1 0.7 -0.5 -0.042
Br 0.246 -6.182 5.700 0.0 0.3 -0.3 -0.017
H 1.123 -6.981 3.534 -0.4 -0.1 0.0 0.348
C -5.979 -2.378 0.027 -0.1 0.1 1.2 -0.523
Br -4.350 -1.990 1.093 -0.7 -0.2 -0.6 0.161
Br -7.442 -1.378 0.892 0.3 -0.4 -0.6 -0.106
Br -6.382 -4.282 0.014 0.2 0.6 -0.1 -0.024
H -5.875 -2.007 -0.992 0.1 -0.1 0.3 0.453
```
Forces are in eV/Å.

The value obtained for the orbital gap is 8.96 eV. The maximum force comes out at 2.27 eV/Å. The charge is 0. For the lowest unoccupied orbital energy, the calculation gives -0.919 eV. As for the total energy: -93128.75583 a.u.

Entry from the Open Molecules 2025 dataset: a structure of composition C30H33N6O6SY (ωB97M-V with the def2-TZVPD basis set).

```
77
Properties=species:S:1:pos:R:3:forces:R:3:mulliken_charge:R:1
Y 0.463 0.274 0.226 1.9 0.4 -0.5 0.386
C 2.429 2.703 -1.948 -0.3 0.1 -0.3 -1.213
C 1.095 3.023 -2.608 0.1 -0.2 0.3 -1.348
C 0.224 1.827 -2.884 -0.2 0.2 -0.4 0.957
C -0.971 2.041 -3.569 0.1 -0.1 0.1 -0.793
C -1.778 0.964 -3.878 0.2 -0.1 0.0 -0.659
C -1.330 -0.307 -3.556 0.1 0.1 -0.1 -0.732
C -0.134 -0.431 -2.874 0.0 -0.2 -0.5 0.018
N 0.624 0.608 -2.510 -0.1 0.1 -0.1 -0.070
N 2.342 2.314 -0.539 0.2 -0.1 0.3 1.437
C 1.981 3.454 0.293 -0.2 0.1 -0.2 -2.040
C 1.724 3.058 1.719 0.1 0.1 0.1 1.162
C 1.690 4.034 2.713 0.0 -0.1 0.0 -1.069
C 1.481 3.650 4.024 0.0 -0.1 -0.2 -0.597
C 1.334 2.298 4.306 0.0 0.1 -0.1 -0.834
C 1.367 1.396 3.256 0.1 -0.1 0.4 -0.567
N 1.538 1.764 1.986 0.2 0.3 0.1 0.989
C 3.646 1.801 -0.134 0.1 0.0 0.1 -1.234
C 3.864 0.395 -0.618 0.2 0.1 -0.1 0.745
C 5.150 -0.037 -0.929 -0.2 -0.1 0.0 -1.157
C 5.345 -1.356 -1.297 -0.2 0.1 0.1 -0.428
C 4.239 -2.188 -1.361 0.0 0.0 0.0 -1.096
C 2.991 -1.667 -1.057 0.2 -0.2 0.0 -0.153
N 2.800 -0.405 -0.683 0.1 0.1 0.2 0.854
H 3.089 3.584 -2.043 0.0 -0.1 0.0 0.439
H 2.889 1.872 -2.487 0.0 0.0 0.0 0.404
H 1.302 3.516 -3.564 0.0 0.0 0.1 0.685
H 0.506 3.720 -2.009 0.0 0.1 -0.1 0.288
H -1.273 3.050 -3.808 0.0 0.1 0.0 0.428
H -2.729 1.110 -4.370 -0.1 0.0 -0.1 0.405
H -1.913 -1.182 -3.792 0.0 -0.1 0.0 0.471
H 0.247 -1.408 -2.604 -0.1 0.0 0.0 0.447
H 1.059 3.896 -0.094 0.1 0.0 0.0 0.425
H 2.764 4.235 0.262 -0.1 -0.1 0.0 0.594
H 1.822 5.075 2.451 0.0 0.0 -0.1 0.509
H 1.442 4.388 4.813 0.0 0.1 0.1 0.415
H 1.186 1.958 5.318 0.0 -0.1 0.0 0.481
H 1.260 0.330 3.415 -0.1 0.0 0.0 0.393
H 3.699 1.770 0.960 0.0 0.1 -0.2 0.458
H 4.462 2.455 -0.496 -0.1 -0.1 0.1 0.434
H 5.979 0.652 -0.864 0.0 0.1 0.0 0.501
H 6.336 -1.720 -1.523 0.1 -0.1 0.0 0.424
H 4.345 -3.224 -1.636 -0.1 -0.1 -0.1 0.452
H 2.104 -2.284 -1.104 -0.1 -0.1 0.0 0.290
C -5.735 -5.921 0.540 0.0 0.0 0.0 -1.462
C -4.790 -4.765 0.420 0.1 0.0 0.1 1.138
C -4.543 -4.146 -0.801 0.1 0.1 0.0 -1.023
C -3.649 -3.090 -0.892 0.1 0.1 -0.1 -0.629
C -3.015 -2.635 0.249 0.5 0.3 0.2 -0.758
C -3.265 -3.224 1.476 0.0 0.0 0.1 -0.359
C -4.136 -4.294 1.555 0.0 0.1 -0.1 -0.875
S -1.753 -1.360 0.198 -1.3 -1.0 -0.7 2.230
O -1.648 -0.838 1.564 0.1 -0.2 -0.2 -0.903
O -2.134 -0.341 -0.768 0.1 -0.2 0.2 -0.763
N -0.374 -1.971 -0.295 -1.0 0.3 0.1 -0.129
C 0.092 -2.976 0.652 0.3 0.1 0.5 -0.854
C 0.820 -2.318 1.857 0.1 -1.2 0.4 0.814
O 0.980 -2.958 2.882 -0.1 0.0 -0.1 -0.749
O 1.248 -1.125 1.652 0.3 0.1 0.4 -0.658
H -6.283 -6.089 -0.382 -0.1 0.0 -0.1 0.361
H -6.442 -5.744 1.349 -0.1 0.0 0.0 0.353
H -5.190 -6.832 0.778 0.0 -0.1 0.0 0.314
H -5.043 -4.505 -1.691 0.0 0.0 0.0 0.321
H -3.443 -2.613 -1.839 0.0 0.0 -0.1 0.439
H -2.771 -2.828 2.350 0.0 -0.1 0.1 0.521
H -4.300 -4.779 2.507 -0.1 0.0 0.1 0.394
H 0.781 -3.664 0.146 -0.1 0.1 0.1 0.448
H -0.738 -3.583 1.036 0.3 -0.1 0.0 0.170
N -1.349 1.817 2.194 -0.4 -0.2 0.2 -0.324
C -2.229 2.413 1.181 0.3 0.1 -0.2 -0.948
C -1.308 2.893 0.045 -0.8 0.8 0.4 0.332
O -1.323 4.049 -0.362 -0.1 0.1 0.0 -0.728
O -0.509 1.995 -0.380 -0.5 1.0 -0.2 0.781
H -1.810 1.036 2.654 0.1 0.2 0.0 0.206
H -1.119 2.519 2.894 0.0 -0.2 -0.1 0.261
H -2.840 3.236 1.573 0.1 -0.1 -0.2 0.407
H -2.869 1.634 0.756 0.0 0.1 0.1 0.174
```
Forces are in eV/Å.

The value obtained for the orbital gap is 8.75 eV. The maximum force comes out at 1.98 eV/Å. The charge is 0. For the lowest unoccupied orbital energy, the calculation gives 0.493 eV. As for the total energy: -2379.72541 a.u.

- What is the formula in the sixth record?
  C30H33N6O6SY

- Which of these has the highest maximum force?
  C3H3N3